Density functional theory data (ωB97M-V/def2-TZVPD) for an isolated ion of composition CHNO2P and charge -1.

Computed properties:
net charge: -1
HOMO: -0.146 hartree
SMILES: N#CP([O-])O
LUMO level: 4.47 eV
gap between HOMO and LUMO: 8.45 eV
ΔE to the lowest compared entry with this formula, charge and spin: 1.404 eV

CARTESIAN COORDINATES (ANGSTROEM)
N: 2.08092 -1.27864 -0.06592
C: 1.02699 -0.75369 -0.28063
P: -0.43383 0.07871 -0.79839
O: -0.02462 1.82756 -0.55351
O: -1.36195 -0.39702 0.64333
H: -1.28751 0.52309 1.05511



Density functional theory data (ωB97M-V/def2-TZVPD) for one molecule with the formula CHNO2S.

Computed properties:
HOMO: -0.366 hartree
LUMO level: -1.36 eV
gap between HOMO and LUMO: 8.60 eV
ΔE to the lowest compared entry with this formula, charge and spin: 1.717 eV

CARTESIAN COORDINATES (ANGSTROEM)
C: 0.00234 -0.58810 -0.41880
N: -0.80084 -0.14787 0.44752
O: 0.14834 -1.30523 -1.34707
O: 1.32592 1.91212 -0.14719
S: 1.04465 0.52494 0.62531
H: -1.72040 -0.39585 0.84023



Density functional theory data (ωB97M-V/def2-TZVPD) for CHNO2S as an isolated structure.

Computed properties:
HOMO: -0.319 hartree
LUMO level: -0.96 eV
gap between HOMO and LUMO: 7.72 eV
ΔE to the lowest compared entry with this formula, charge and spin: 4.941 eV

CARTESIAN COORDINATES (ANGSTROEM)
C: -0.59233 0.94150 -0.47906
N: -0.95278 -0.15900 -0.78517
O: -1.81958 -1.01785 -1.21567
O: 0.82321 -0.38732 0.78529
S: 0.92096 1.00885 0.38856
H: 1.62052 -0.38618 1.30604